No. 1
Density functional theory data (ωB97M-V/def2-TZVPD) for an isolated molecule of C5H8O in a non-equilibrium geometry.

```
14
Properties=species:S:1:pos:R:3:forces:R:3:nbo_charge:R:1
C 2.2333 -0.0275 0.8562 0.4 0.3 -0.7 -0.373
C 1.5152 0.1308 -0.2510 -0.8 -0.7 0.5 -0.235
C 0.0561 -0.1196 -0.3552 -0.1 1.1 -0.5 0.234
O -0.4673 0.4671 -1.5142 -0.3 0.1 -0.1 -0.727
C -0.7990 -0.4346 0.6183 0.3 -0.1 0.3 -0.204
C -2.2197 0.0289 0.6289 0.0 -0.4 -1.3 -0.653
H 1.8054 -0.3143 1.8044 0.1 -0.2 0.0 0.198
H 3.2908 0.1922 0.7829 0.0 0.0 0.4 0.201
H 1.9060 0.6105 -1.1393 0.4 -0.3 -0.1 0.210
H -0.1928 0.0003 -2.3139 0.2 0.0 0.3 0.480
H -0.3840 -0.9166 1.4954 0.0 0.3 0.2 0.198
H -2.9452 -0.6308 1.0826 0.0 -0.2 0.2 0.214
H -2.5044 0.2262 -0.4031 -0.2 -0.3 -0.1 0.236
H -2.2896 1.0085 1.0573 0.1 0.5 0.8 0.221
```
Forces are in eV/Å.

SMILES string ... C=C/C(O)=C/C
Energy relative to the best compared isomer or geometry (same formula, charge and spin) ... 175.6 kJ/mol
LUMO ... 0.0345 Ha
Charge ... 0

No. 2
Density functional theory data (ωB97M-V/def2-TZVPD) for the ion C2H3O3S with charge -1 in a non-equilibrium geometry.

```
9
Properties=species:S:1:pos:R:3:forces:R:3:nbo_charge:R:1
C -0.7291 -1.2059 0.3195 -0.8 -0.4 0.5 0.430
C 0.2891 -0.1454 -0.3445 -1.7 -2.0 -1.0 -0.788
O 2.6912 0.1101 1.2980 -0.5 0.2 1.2 -1.024
O 2.7182 -1.3289 -0.6494 -0.3 0.3 0.0 -1.038
O -1.5186 -2.1827 0.1326 3.0 2.9 -1.0 -0.597
S 2.2655 -0.0293 -0.0899 0.8 -0.6 -1.5 1.538
H -0.7314 -0.8489 1.3622 0.0 -0.2 0.4 0.071
H -0.0237 0.7769 0.1200 -0.2 0.4 0.2 0.202
H 0.3207 0.0061 -1.4678 -0.3 -0.6 1.2 0.207
```
Forces are in eV/Å.

Energy relative to the best compared isomer or geometry (same formula, charge and spin) ... 235.5 kJ/mol
LUMO ... 0.1459 Ha
Charge ... -1

No. 3
Density functional theory data (ωB97M-V/def2-TZVPD) for a structure of composition C15H30N4O5Ti.

```
55
Properties=species:S:1:pos:R:3:forces:R:3:nbo_charge:R:1
Ti 0.6446 -1.2239 0.0863 -0.3 0.5 0.3 1.329
C -1.7087 -2.8685 -1.0386 -0.1 -0.2 0.1 -0.096
C -1.7258 -2.9563 0.4766 0.0 -0.2 -0.1 -0.084
O -0.3823 -2.8978 1.0055 0.1 0.1 -0.3 -0.597
C 0.3640 -4.1296 0.9117 0.0 -0.2 0.1 -0.086
C 1.8231 -3.8136 1.1116 0.0 -0.2 0.0 -0.089
O 2.1980 -2.8605 0.1044 -0.2 0.2 0.0 -0.592
C 3.5023 -2.2732 0.2680 0.1 0.0 -0.1 -0.098
C 3.4338 -1.0538 1.1645 0.0 0.1 0.1 -0.100
O 2.4868 -0.0960 0.6318 0.1 -0.2 -0.1 -0.591
C 3.0184 0.7141 -0.4370 0.0 0.1 -0.1 -0.087
C 1.9904 0.8692 -1.5413 0.1 0.1 0.0 -0.087
O 1.4187 -0.4258 -1.7939 0.0 -0.1 0.0 -0.603
C 0.4438 -0.4573 -2.8524 -0.1 0.0 -0.1 -0.079
C -0.3539 -1.7292 -2.6984 0.0 0.0 -0.1 -0.083
O -0.9523 -1.7038 -1.3895 0.2 0.1 0.1 -0.598
H -2.7310 -2.7866 -1.4142 0.0 0.0 0.0 0.229
H -1.2503 -3.7547 -1.4855 0.0 0.0 0.0 0.202
H -2.2144 -3.8813 0.7880 0.0 0.0 0.1 0.232
H -2.2470 -2.1118 0.9236 0.0 0.0 0.0 0.224
H 0.2093 -4.5819 -0.0701 0.0 0.0 0.0 0.201
H 0.0272 -4.8228 1.6845 0.0 0.0 0.0 0.234
H 2.4005 -4.7328 0.9889 0.1 0.0 0.0 0.231
H 2.0035 -3.4095 2.1119 0.0 0.0 0.0 0.204
H 3.8173 -1.9971 -0.7385 0.0 0.0 0.0 0.219
H 4.2066 -3.0135 0.6517 0.0 0.0 0.1 0.230
H 4.4162 -0.5905 1.2668 0.0 0.0 0.0 0.233
H 3.0739 -1.2931 2.1659 0.0 0.0 0.0 0.224
H 3.9296 0.2588 -0.8260 0.0 -0.1 0.0 0.206
H 3.2666 1.6996 -0.0397 0.0 0.0 0.0 0.234
H 2.4870 1.2436 -2.4389 0.0 0.0 0.0 0.231
H 1.1970 1.5690 -1.2616 0.0 -0.1 0.0 0.202
H 0.9482 -0.4505 -3.8203 0.0 0.0 0.0 0.232
H -0.2048 0.4204 -2.7779 0.0 0.0 0.0 0.203
H 0.2944 -2.6074 -2.7836 0.0 0.0 0.0 0.208
H -1.1261 -1.7814 -3.4685 0.0 0.0 0.0 0.230
C -1.4519 5.0334 1.5948 0.0 0.0 0.0 -0.614
C -2.6321 4.3985 0.8673 0.0 -0.1 0.0 -0.229
C -2.3648 4.2535 -0.6279 0.0 0.0 0.0 -0.615
C -3.0490 3.0667 1.5004 -0.1 0.2 0.0 -0.217
N -2.0093 2.0395 1.3892 0.0 -0.2 -0.1 -0.148
C -1.7740 1.1665 0.4137 0.1 0.1 0.1 0.195
N -0.6911 0.4853 0.7386 0.1 -0.3 -0.3 -0.464
N -0.2846 0.9628 1.9379 0.0 0.0 0.1 -0.041
N -1.0698 1.8872 2.3302 0.1 0.0 0.0 0.008
H -1.2421 6.0156 1.1735 0.0 0.0 0.0 0.235
H -0.5467 4.4299 1.4951 0.0 0.0 0.0 0.198
H -1.6559 5.1585 2.6581 0.0 0.0 0.0 0.229
H -3.5049 5.0444 0.9949 0.0 0.0 0.0 0.235
H -1.4643 3.6601 -0.8162 0.0 0.0 0.0 0.182
H -2.1968 5.2322 -1.0748 0.0 0.0 0.0 0.245
H -3.2072 3.7925 -1.1486 0.0 0.0 0.0 0.212
H -3.9407 2.6692 1.0167 0.0 0.0 0.0 0.226
H -3.2465 3.1824 2.5641 0.0 0.0 0.0 0.251
H -2.3730 1.0513 -0.4729 0.0 0.0 0.0 0.246
```
Forces are in eV/Å.

Multiplicity ... 3
Energy relative to the best compared isomer or geometry (same formula, charge and spin) ... 37.0 kJ/mol
LUMO (spin up / spin down) ... -0.1766 / -0.1731 Ha
Charge ... +2

No. 4
Density functional theory data (ωB97M-V/def2-TZVPD) for a structure of composition C25H45F3OsP2 in a non-equilibrium geometry.

```
76
Properties=species:S:1:pos:R:3:forces:R:3:mulliken_charge:R:1
Os -0.0830 0.0078 0.0907 5.2 -0.3 -1.5 1.392
C -1.6366 1.5483 0.1128 -1.1 0.4 -0.4 0.836
C -2.0472 0.6207 -0.9353 -1.8 -0.1 1.2 0.666
C -1.8628 -0.5797 1.0622 -1.5 0.1 1.2 0.423
C -1.6201 0.8238 1.3532 -1.5 -0.2 1.0 0.671
C -2.1730 -0.7026 -0.3525 -1.2 1.1 -0.2 1.023
C -1.7199 3.0785 -0.0220 0.2 0.1 -0.1 -1.709
H -1.3940 3.4575 -1.0121 -0.1 -0.4 0.5 0.342
H -1.1175 3.6230 0.7270 -0.2 -0.5 -0.3 0.376
H -2.7633 3.4477 0.1095 0.6 -0.6 0.0 0.373
C -1.6434 1.4230 2.7266 0.1 0.2 0.8 -1.713
H -1.4441 2.5055 2.7455 -0.1 -0.4 -0.2 0.460
H -0.9168 0.9572 3.4033 -0.4 0.2 -0.3 0.198
H -2.6243 1.2853 3.2132 0.2 0.0 -0.5 0.347
C -2.1480 -1.6519 2.0958 -0.2 -0.3 0.4 -1.637
H -3.2189 -1.7493 2.3412 0.2 0.3 -0.5 0.342
H -1.6448 -1.4466 3.0510 -0.5 0.1 -0.6 0.449
H -1.8078 -2.6618 1.7884 -0.1 0.7 0.0 0.240
C -3.0566 -1.8492 -0.8363 -0.1 -0.5 -0.3 -1.944
H -4.1178 -1.6090 -0.5983 0.7 0.2 0.0 0.385
H -2.8680 -2.8049 -0.3094 0.1 0.7 -0.2 0.440
H -3.0609 -2.0939 -1.9167 0.3 0.4 0.5 0.330
C -2.8550 1.1474 -2.0754 -0.4 0.3 -0.9 -1.811
H -3.8034 1.5627 -1.6622 0.6 -0.2 -0.1 0.374
H -3.1818 0.3930 -2.8039 0.3 0.1 0.2 0.473
H -2.4007 1.9957 -2.6181 0.0 -0.4 0.2 0.228
C 1.5678 0.3952 -3.4216 -0.1 -0.8 -0.4 0.248
C 0.5259 1.2869 -3.5760 -0.7 -0.2 -0.5 0.350
C -0.0440 1.6215 -4.9163 -0.2 0.9 -0.3 -1.059
C -0.9196 0.4685 -5.4735 -0.1 0.1 -0.5 -0.998
C -0.9686 -0.7533 -4.5826 -1.0 0.6 -0.4 -0.085
C 0.0706 -1.6033 -4.4978 0.8 -1.0 -0.1 -0.306
C 1.3689 -1.3784 -5.2189 0.3 -0.2 -0.4 -0.815
C 2.2383 -0.2647 -4.5839 1.0 -0.1 -0.1 -1.092
H 0.7607 1.8545 -5.6301 -0.1 -0.1 0.2 0.455
H -0.4966 0.1747 -6.4475 -0.1 -0.1 0.3 0.388
H -0.6357 2.5538 -4.8345 0.3 -0.6 0.0 0.388
H 2.5075 0.4755 -5.3503 -0.1 -0.1 0.2 0.421
H 1.9529 0.0518 -2.4688 -0.3 0.5 0.4 0.410
H 0.0064 1.7774 -2.7620 0.4 -0.2 0.5 0.209
H 3.1981 -0.6904 -4.2389 -0.5 0.2 -0.1 0.368
H 1.9223 -2.3268 -5.3056 -0.1 0.5 0.3 0.421
H -0.0699 -2.6105 -4.0848 -0.1 0.5 0.2 0.467
H 1.1634 -1.0990 -6.2634 -0.1 -0.1 0.2 0.378
H -1.9297 0.8183 -5.7373 0.3 0.0 0.5 0.361
H -1.9517 -1.0719 -4.2111 0.5 0.2 0.1 0.547
P 1.6766 1.7098 0.5802 0.5 1.5 1.1 0.960
C 1.3874 2.5928 2.1766 -0.1 0.2 0.5 -1.468
H 2.2683 3.2081 2.4065 -0.1 -0.1 -0.4 0.613
H 1.2455 1.9304 3.0336 0.1 0.6 -0.7 0.245
H 0.5239 3.2664 2.1271 0.2 -0.2 -0.2 0.413
C 3.4310 1.2376 0.8378 0.6 -0.5 -0.1 -1.331
H 3.9868 2.0906 1.2606 -0.4 -0.1 -0.3 0.461
H 3.9261 0.9495 -0.0998 -0.2 0.1 0.1 0.403
H 3.5412 0.4062 1.5399 -0.1 0.4 -0.3 0.299
C 1.9524 3.2559 -0.3778 0.0 0.3 -0.8 -1.298
H 2.4533 3.0746 -1.3408 -0.2 0.0 0.2 0.392
H 2.6141 3.9355 0.1981 -0.4 -0.6 -0.2 0.474
H 1.0210 3.8119 -0.5754 0.3 -0.3 0.1 0.326
P 0.9429 -2.2249 -0.2373 0.3 -2.5 2.2 1.553
C -0.1970 -3.6327 -0.6304 -0.6 -0.4 -1.2 -1.559
H 0.4036 -4.4795 -1.0141 -0.2 0.4 0.2 0.510
H -0.9926 -3.4288 -1.3533 0.3 0.1 -0.1 0.271
H -0.7149 -4.0051 0.2784 0.5 0.5 -0.4 0.393
C 2.6142 -2.6062 -0.9200 0.6 0.0 -1.2 -1.256
H 2.6032 -2.8023 -2.0020 0.0 0.3 0.1 0.352
H 3.0330 -3.5287 -0.4649 -0.6 0.6 -0.1 0.479
H 3.3502 -1.8056 -0.7158 -0.5 -0.2 0.0 0.291
C 1.3876 -3.1839 1.2975 0.3 -0.3 0.5 -2.105
H 1.6018 -4.2221 1.0456 0.0 0.1 -0.6 0.605
H 0.5753 -3.1947 2.0123 0.3 -0.4 -0.4 0.395
H 2.2748 -2.7808 1.7770 -0.2 -0.3 -0.1 0.486
F 0.9200 0.3070 3.4728 0.2 -1.7 -0.4 -0.391
C 0.8683 -0.5416 2.3639 0.5 -0.6 1.5 -0.592
F 2.2448 -0.8646 2.1586 -1.6 0.3 0.8 -0.226
F 0.2719 -1.6846 2.9096 1.3 2.0 0.4 -0.304
```
Forces are in eV/Å.

Multiplicity ... 5
Energy relative to the best compared isomer or geometry (same formula, charge and spin) ... 0.0 kJ/mol
LUMO (spin up / spin down) ... -0.2244 / -0.3796 Ha
Charge ... +2

No. 5
Density functional theory data (ωB97M-V/def2-TZVPD) for a cluster of 2 separate species, C9H14O3 in total in a non-equilibrium geometry.

```
26
Properties=species:S:1:pos:R:3:forces:R:3:nbo_charge:R:1
C -0.7061 1.1769 -2.8534 -0.1 0.0 0.0 -0.626
C 0.1992 1.0741 -1.6372 -0.6 0.3 -0.7 0.267
C -0.5801 1.0166 -0.3478 0.5 0.7 -1.9 -0.643
C 1.4176 2.0251 -1.6409 0.0 0.2 0.1 -0.456
C 2.2468 0.7432 -1.7655 0.2 0.0 0.0 -0.057
O 1.0720 -0.0815 -1.7589 0.0 -0.2 0.2 -0.549
H -1.3158 2.0935 -2.8064 0.2 -0.3 0.0 0.209
H -1.3845 0.3112 -2.8956 0.2 0.2 0.0 0.219
H -0.1150 1.1936 -3.7716 -0.1 0.0 0.0 0.211
H -1.1817 1.9179 -0.2149 0.0 0.1 0.0 0.209
H -1.2521 0.1581 -0.3652 0.1 -0.1 0.1 0.218
H 0.1298 0.9562 0.4490 -0.1 0.3 -0.9 0.227
H 1.4770 2.7032 -2.5012 -0.1 -0.2 0.3 0.212
H 1.5686 2.5854 -0.7068 -0.1 -0.1 -0.3 0.204
H 2.9010 0.5238 -0.9096 -0.1 0.0 -0.2 0.166
H 2.8101 0.6288 -2.7016 -0.1 0.0 0.2 0.176
O -1.2218 -2.9981 1.4711 0.1 0.5 0.1 -0.535
C -0.8512 -1.8812 1.6752 0.2 -0.5 -0.1 0.794
C 0.5623 -1.3403 1.8367 0.2 0.0 -0.1 -0.569
C 0.3231 0.1192 2.0744 -0.9 -0.6 1.7 -0.305
C -0.9963 0.3164 2.0409 0.7 -0.5 1.8 0.146
O -1.7286 -0.8281 1.8077 -0.2 0.0 0.0 -0.489
H 1.0613 -1.8527 2.6717 -0.1 0.1 -0.2 0.258
H 1.1453 -1.5559 0.9266 -0.2 0.1 0.2 0.265
H 1.0720 0.8822 2.2273 -0.1 -0.1 0.0 0.234
H -1.5815 1.2177 2.1451 0.0 -0.1 0.0 0.214
```
Forces are in eV/Å.

SMILES string ... CC1(C)CCO1.O=C1CC=CO1
Energy relative to the best compared isomer or geometry (same formula, charge and spin) ... 127.6 kJ/mol
LUMO ... 0.0262 Ha
Charge ... 0

No. 6
Density functional theory data (ωB97M-V/def2-TZVPD) for an isolated molecule of C6H9N.

```
16
Properties=species:S:1:pos:R:3:forces:R:3:nbo_charge:R:1
C 3.3543 0.4553 0.2467 0.1 0.0 0.0 -0.683
C 2.0066 -0.0434 -0.0321 -0.5 -0.2 -0.1 0.016
C 0.8991 -0.4582 -0.2643 0.5 0.2 0.1 -0.042
C -0.4531 -0.9246 -0.5946 0.1 -0.1 -0.1 -0.286
N -1.4116 -0.6211 0.4636 0.1 -0.1 0.0 -0.385
C -2.7378 -0.2469 0.0059 -0.3 -0.1 -0.1 -0.261
C -1.8095 0.7691 0.5601 0.0 0.3 0.1 -0.262
H 3.8718 0.7189 -0.6816 -0.1 0.0 0.1 0.234
H 3.9535 -0.2988 0.7666 -0.1 0.1 -0.1 0.234
H 3.3166 1.3505 0.8758 0.0 -0.1 -0.1 0.235
H -0.7512 -0.4717 -1.5585 0.0 0.0 0.2 0.188
H -0.4483 -2.0111 -0.7412 0.0 0.2 0.0 0.225
H -3.5711 -0.6236 0.5936 0.2 0.1 -0.1 0.204
H -2.9131 -0.2181 -1.0709 0.0 0.0 0.2 0.186
H -1.3637 1.4766 -0.1397 -0.1 -0.1 0.1 0.193
H -1.9425 1.1473 1.5706 0.0 -0.1 -0.2 0.205
```
Forces are in eV/Å.

SMILES string ... CC#CCN1CC1
Energy relative to the best compared isomer or geometry (same formula, charge and spin) ... 305.2 kJ/mol
LUMO ... 0.0395 Ha
Charge ... 0